72
Properties=species:S:1:pos:R:3:forces:R:3 method="wB97M-V/def2-TZVPD" relative_energy_kcal_mol=0.00 total_charge=0 smiles="O=C1C=CC(=O)C=C1.CCOS(C)(=O)=O.CCOS(C)(=O)=O.CCOS(C)(=O)=O.CCOS(C)(=O)=O" largest_force_ev_per_a=4.960 homo_ev=-11.0 orbital_gap_ev=8.54
O 2.038 1.328 4.650 0.959 1.083 -2.800
S 2.217 2.028 3.353 -0.186 0.824 0.845
O 3.379 2.954 3.126 -3.282 -2.525 0.720
O 2.083 1.004 2.060 -0.035 0.644 1.038
C 2.968 -0.108 1.993 1.786 -0.238 -0.153
C 4.422 0.268 2.321 -0.065 -0.406 1.013
C 0.604 2.856 2.964 1.776 0.271 -0.652
H 3.037 -0.462 0.964 -0.815 0.340 -0.228
H 2.615 -0.951 2.588 -0.140 0.211 0.261
H 5.069 -0.520 1.937 0.140 0.275 -0.366
H 4.626 0.264 3.392 -0.276 0.005 0.208
H 4.688 1.282 2.020 0.022 -0.354 -0.594
H 0.613 3.768 3.561 -0.288 -0.173 0.029
H -0.300 2.249 3.008 0.481 -0.247 0.614
H 0.765 3.123 1.920 -0.088 0.330 0.003
O 3.892 -4.773 -2.589 0.953 0.653 0.336
S 4.779 -3.905 -1.844 2.372 0.440 -0.239
O 6.187 -4.311 -1.528 -3.969 1.269 -0.796
O 4.870 -2.383 -2.577 0.504 -3.336 1.212
C 3.709 -2.097 -3.370 -0.342 1.381 2.491
C 3.835 -2.492 -4.742 0.765 -0.868 -2.469
C 3.924 -3.432 -0.358 0.925 0.004 0.868
H 3.760 -1.019 -3.216 -0.691 0.275 -0.654
H 2.803 -2.445 -2.875 -0.017 -0.119 0.009
H 3.861 -3.556 -4.981 -0.514 -0.223 0.651
H 4.830 -2.209 -5.087 -0.163 0.684 -0.390
H 3.020 -2.053 -5.316 0.255 0.173 -0.260
H 4.020 -4.298 0.297 -0.276 -0.092 -0.055
H 2.893 -3.086 -0.433 0.122 -0.269 -0.615
H 4.527 -2.649 0.102 0.039 0.061 -0.102
O -1.688 5.962 1.560 2.135 0.928 -0.942
S -0.478 6.277 0.786 -0.435 -0.787 -0.877
O 0.864 6.100 1.323 -2.046 -0.209 -0.768
O -0.646 5.377 -0.629 1.563 0.632 1.477
C -1.950 4.955 -1.016 -0.647 0.612 -0.946
C -1.923 4.359 -2.446 -0.087 -0.678 0.621
C -0.529 7.917 -0.040 -0.637 -1.284 0.728
H -2.607 5.821 -1.093 -0.083 0.294 0.216
H -2.371 4.346 -0.216 -0.003 -0.471 -0.478
H -1.298 3.469 -2.511 0.049 -0.065 0.130
H -1.626 4.998 -3.278 0.273 0.544 0.545
H -2.938 4.059 -2.706 -0.109 -0.147 0.248
H -0.856 8.627 0.720 0.136 0.113 -0.246
H -1.285 7.731 -0.802 -0.026 0.518 0.032
H 0.440 8.130 -0.491 -0.108 -0.120 0.282
O -3.058 -4.733 -1.010 -0.744 -0.509 0.846
S -4.206 -4.686 -0.146 -1.375 0.702 2.419
O -5.485 -5.307 -0.472 1.851 0.747 0.205
O -3.777 -5.206 1.417 1.147 1.244 -4.663
C -4.754 -5.337 2.411 1.091 -0.886 1.385
C -4.184 -4.523 3.608 -1.231 -0.215 -0.218
C -4.411 -2.908 0.309 0.640 -0.779 -0.743
H -4.584 -6.400 2.579 -1.022 -0.161 0.907
H -5.777 -5.196 2.061 0.086 0.468 0.142
H -4.897 -4.507 4.433 -0.012 -0.123 0.096
H -4.004 -3.481 3.345 0.050 -0.048 -0.194
H -3.255 -4.969 3.966 -0.069 0.004 -0.192
H -3.408 -2.652 0.651 -0.104 0.052 0.140
H -5.158 -2.693 1.073 -0.028 -0.380 -0.208
H -4.582 -2.362 -0.619 -0.271 -0.063 0.075
C -1.400 -0.961 -2.020 -1.253 0.945 -0.248
C -2.486 -0.156 -1.783 2.092 -1.214 -0.783
C -2.452 1.032 -0.901 -3.026 0.499 -0.459
O -3.499 1.706 -0.793 2.340 -0.963 0.101
C -1.185 1.316 -0.280 2.241 -0.613 0.350
C -0.100 0.520 -0.490 -0.885 1.320 -0.887
C -0.072 -0.679 -1.407 0.124 0.111 1.821
O 0.965 -1.331 -1.444 -1.345 0.322 -0.748
H -1.540 -1.753 -2.740 0.355 -0.268 0.056
H -3.367 -0.321 -2.386 -0.320 0.002 0.326
H -1.032 2.202 0.319 -0.367 0.157 0.061
H 0.870 0.881 -0.181 0.109 -0.303 0.465